# 1
The following is a quantum chemistry calculation of one molecule with the formula C5H9N, from the OMol25 dataset.

Structure (XYZ):
```
15
C5H9N | the OMol25 dataset | ωB97M-V with the def2-TZVPD basis set
H 1.88 2.20 0.90
H 1.42 -0.27 1.24
H 0.22 0.80 1.87
H -2.38 -1.10 0.06
C -1.58 -0.67 0.65
C -0.41 -0.30 0.14
H 1.82 1.39 -0.63
H -1.88 -0.26 1.61
H -0.65 -2.44 -1.10
C -0.37 -1.61 -1.75
C 0.64 0.43 0.93
C 1.21 1.67 0.23
H 0.43 2.37 -0.07
H -0.26 -1.72 -2.82
N -0.09 -0.49 -1.23
```

SMILES: C=NC(=C)CC
DFT total energy: -6819.66922 eV
HOMO: -9.1 eV
Energy above the lowest of the compared OMol25 structures with the same formula, charge and spin: 127.9 kJ/mol
Spin multiplicity: 1
Frontier orbital gap: 10.06 eV
Lowest unoccupied orbital energy: 0.98 eV

# 2
The following is a quantum chemistry calculation of a 2-piece molecular cluster, C5H9N overall, from the OMol25 dataset.

Structure (XYZ):
```
15
C5H9N | the OMol25 dataset | ωB97M-V with the def2-TZVPD basis set
H 0.06 -1.16 -2.40
C 0.13 -0.06 2.02
H -1.34 2.57 0.59
H -0.52 -0.95 1.71
H -1.26 -2.14 -2.32
C -0.51 1.87 0.17
H -1.43 -0.41 -1.95
H 2.52 -0.06 -0.30
H 0.09 2.35 -0.57
H -0.64 -1.48 -0.83
N 2.27 -0.47 0.64
H 0.07 0.20 3.11
C 0.12 0.96 0.92
C -0.82 -1.29 -1.83
C 1.24 0.07 1.05
```

SMILES: [H]/N=C1/CC1=C.C
DFT total energy: -6817.32590 eV
HOMO: -9.6 eV
Energy above the lowest of the compared OMol25 structures with the same formula, charge and spin: 354.0 kJ/mol
Spin multiplicity: 1
Frontier orbital gap: 9.65 eV
Lowest unoccupied orbital energy: 0.05 eV

# 3
The following is a quantum chemistry calculation of C5H9N as an isolated structure, from the OMol25 dataset.

Structure (XYZ):
```
15
C5H9N | the OMol25 dataset | ωB97M-V with the def2-TZVPD basis set
C 0.16 -1.17 -0.34
C -0.85 -0.50 0.83
H -1.74 1.48 0.46
H 0.66 -2.20 -0.02
H -0.18 -1.12 -1.24
C 1.10 -0.14 -0.19
N 1.36 1.04 -1.09
H -1.78 -1.07 0.59
H -0.94 0.39 -1.15
H 0.14 1.52 1.35
H 1.66 0.82 -2.03
H 1.51 0.02 0.73
H -0.44 -0.91 1.90
C 0.04 0.83 -0.59
C -0.70 0.99 0.77
```

DFT total energy: -6813.82115 eV
HOMO: -8.1 eV
Energy above the lowest of the compared OMol25 structures with the same formula, charge and spin: 692.2 kJ/mol
Spin multiplicity: 1
Frontier orbital gap: 9.22 eV
Lowest unoccupied orbital energy: 1.14 eV

# 4
The following is a quantum chemistry calculation of one molecule with the formula C5H9N, from the OMol25 dataset.

Structure (XYZ):
```
15
C5H9N | the OMol25 dataset | ωB97M-V with the def2-TZVPD basis set
H -3.00 -0.59 -1.03
H -1.01 1.10 -1.24
C 1.10 1.62 1.16
H -1.95 -1.81 -0.86
H -2.14 -0.84 -2.51
C 0.92 -0.66 0.61
C -2.02 -0.86 -1.42
N 1.32 0.40 1.46
C 0.36 -0.60 -0.62
H -1.31 0.37 0.13
H 1.70 2.40 1.63
H 0.76 -1.27 -1.39
H 1.29 -1.63 0.91
C -0.95 0.07 -0.85
H 0.27 1.93 0.51
```

SMILES: C=N/C=C\CC
DFT total energy: -6817.80188 eV
HOMO: -8.3 eV
Energy above the lowest of the compared OMol25 structures with the same formula, charge and spin: 308.1 kJ/mol
Spin multiplicity: 1
Frontier orbital gap: 8.44 eV
Lowest unoccupied orbital energy: 0.15 eV

# 5
The following is a quantum chemistry calculation of C5H9N as an isolated structure, from the OMol25 dataset.

Structure (XYZ):
```
15
C5H9N | the OMol25 dataset | ωB97M-V with the def2-TZVPD basis set
H 1.40 -0.10 1.21
C -0.23 1.20 1.66
C 0.37 0.14 0.95
H -0.50 -2.62 0.70
H 0.12 1.74 -2.40
H 0.00 -2.56 -0.85
H -0.93 0.92 2.44
N 0.10 -2.11 0.06
H -0.11 2.17 -0.68
H 1.18 -0.33 -1.54
C -0.23 -0.76 -0.03
H 0.32 2.12 1.80
C -0.28 1.42 -1.44
C 0.29 0.06 -1.03
H -1.36 1.29 -1.56
```

DFT total energy: -6815.92862 eV
HOMO: -6.8 eV
Energy above the lowest of the compared OMol25 structures with the same formula, charge and spin: 488.8 kJ/mol
Spin multiplicity: 1
Frontier orbital gap: 6.77 eV
Lowest unoccupied orbital energy: 0.00 eV

# 6
The following is a quantum chemistry calculation of one molecule with the formula C5H9N, from the OMol25 dataset.

Structure (XYZ):
```
15
C5H9N | the OMol25 dataset | ωB97M-V with the def2-TZVPD basis set
H -0.34 -1.98 0.69
C 1.07 0.69 -0.97
H 2.72 0.06 0.08
H -1.56 -0.38 1.81
H 3.04 1.47 -1.09
C 0.30 -1.47 -0.02
N -1.08 0.52 0.03
H 1.18 -1.97 -0.36
C -2.07 -0.11 0.89
H 0.62 1.36 -1.71
C 2.34 0.81 -0.60
H -2.82 0.61 1.18
H -0.99 1.52 -0.01
H -2.48 -0.97 0.39
C 0.06 -0.18 -0.30
```

SMILES: C=CC(=C)NC
DFT total energy: -6819.58538 eV
HOMO: -8.0 eV
Energy above the lowest of the compared OMol25 structures with the same formula, charge and spin: 136.0 kJ/mol
Spin multiplicity: 1
Frontier orbital gap: 9.04 eV
Lowest unoccupied orbital energy: 1.08 eV

# 7
The following is a quantum chemistry calculation of one molecule with the formula C5H9N, from the OMol25 dataset.

Structure (XYZ):
```
15
C5H9N | the OMol25 dataset | ωB97M-V with the def2-TZVPD basis set
H 0.39 1.16 -1.88
H 0.65 -1.22 -2.14
C 0.07 -0.84 -1.28
H -0.76 -1.54 -1.13
N 0.20 -0.01 0.88
H -1.54 1.18 0.76
H -0.08 0.20 2.97
C -0.57 1.07 0.23
H 0.40 -1.49 2.28
C 0.89 -0.68 -0.06
H -0.05 2.02 0.36
C -0.41 0.63 -1.33
H -1.34 0.83 -1.85
C 0.16 -0.44 2.13
H 1.91 -0.97 0.12
```

DFT total energy: -6817.80836 eV
HOMO (spin up / spin down): -6.5 / -6.5 eV
Energy above the lowest of the compared OMol25 structures with the same formula, charge and spin: 307.5 kJ/mol
Spin multiplicity: 1
Frontier orbital gap (spin up / spin down): 7.50 / 7.44 eV
Lowest unoccupied orbital energy (spin up / spin down): 0.96 / 0.93 eV

# 8
The following is a quantum chemistry calculation of one molecule with the formula C5H9N, from the OMol25 dataset.

Structure (XYZ):
```
15
C5H9N | the OMol25 dataset | ωB97M-V with the def2-TZVPD basis set
N -0.70 -0.65 1.50
H -0.66 -2.46 -0.56
H -0.16 1.77 1.69
C 0.20 -1.90 -1.03
H 1.15 -2.26 -0.60
H -0.26 -1.52 1.38
H 0.06 -1.98 -2.16
H 0.04 0.20 -1.59
C 0.04 -0.39 -0.76
H -0.41 3.24 -0.44
H -0.61 -0.33 2.45
C 0.31 2.45 -0.27
C -0.10 1.51 0.72
H 1.22 2.22 -0.86
C -0.12 0.09 0.51
```

SMILES: C=C/C(N)=C/C
DFT total energy: -6817.38131 eV
HOMO: -7.3 eV
Energy above the lowest of the compared OMol25 structures with the same formula, charge and spin: 348.7 kJ/mol
Spin multiplicity: 1
Frontier orbital gap: 7.51 eV
Lowest unoccupied orbital energy: 0.16 eV

# 9
The following is a quantum chemistry calculation of one molecule with the formula C5H9N, from the OMol25 dataset.

Structure (XYZ):
```
15
C5H9N | the OMol25 dataset | ωB97M-V with the def2-TZVPD basis set
H -0.66 1.83 0.54
H 0.24 0.69 -1.86
C 1.81 -0.96 0.56
C 1.08 0.37 -1.27
C -1.68 0.08 -0.34
H 1.54 -1.34 1.54
H 2.82 -1.00 0.18
N 0.88 -0.32 -0.15
C -1.17 0.91 0.80
H -1.73 0.94 1.73
H -2.58 -0.51 -0.20
H 2.09 0.44 -1.66
C -0.47 -0.36 0.42
H -0.59 -1.22 1.07
H -1.56 0.45 -1.36
```

DFT total energy: -6817.64359 eV
HOMO: -6.6 eV
Energy above the lowest of the compared OMol25 structures with the same formula, charge and spin: 323.4 kJ/mol
Spin multiplicity: 1
Frontier orbital gap: 7.74 eV
Lowest unoccupied orbital energy: 1.16 eV

# 10
The following is a quantum chemistry calculation of an isolated ion of composition C5H9N and charge +1, from the OMol25 dataset.

Structure (XYZ):
```
15
C5H9N | the OMol25 dataset | ωB97M-V with the def2-TZVPD basis set
C -0.18 -1.22 0.41
H -0.69 -3.17 -0.44
H 1.42 2.80 1.32
C 0.52 2.41 0.87
H -0.36 -2.57 -2.73
H -0.27 3.11 1.18
C 0.05 0.13 0.21
C -0.14 -1.85 -1.95
C -0.39 -2.15 -0.62
H 0.52 2.45 -0.22
H -0.17 -1.58 1.44
H -0.50 0.67 -0.57
H -0.34 0.79 2.01
H 0.27 -0.87 -2.15
N 0.28 1.02 1.23
```

DFT total energy: -6811.46285 eV
HOMO (spin up / spin down): -13.8 / -15.0 eV
Energy above the lowest of the compared OMol25 structures with the same formula, charge and spin: 136.4 kJ/mol
Charge: +1
Spin multiplicity: 2
Frontier orbital gap (spin up / spin down): 8.75 / 7.97 eV
Lowest unoccupied orbital energy (spin up / spin down): -5.03 / -7.04 eV

# 11
The following is a quantum chemistry calculation of an isolated ion of composition C5H9N and charge +1, from the OMol25 dataset.

Structure (XYZ):
```
15
C5H9N | the OMol25 dataset | ωB97M-V with the def2-TZVPD basis set
C 0.37 -0.20 2.62
H 1.12 -0.37 3.40
C 0.85 -0.24 1.37
H 1.86 -0.15 0.95
H 0.86 -0.07 -3.01
H -1.92 0.31 1.28
C -0.14 -0.02 0.23
H 0.25 1.32 -2.34
H -0.83 -0.12 -2.71
C 0.13 0.24 -2.27
C -1.47 0.39 0.32
H -1.91 0.32 -0.66
H 1.10 -1.09 -1.02
N 0.36 -0.39 -1.01
H -0.66 0.06 2.83
```

DFT total energy: -6811.19498 eV
HOMO (spin up / spin down): -14.6 / -14.6 eV
Energy above the lowest of the compared OMol25 structures with the same formula, charge and spin: 162.2 kJ/mol
Charge: +1
Spin multiplicity: 2
Frontier orbital gap (spin up / spin down): 10.03 / 7.43 eV
Lowest unoccupied orbital energy (spin up / spin down): -4.56 / -7.19 eV

# 12
The following is a quantum chemistry calculation of an isolated ion of composition C5H9N2 and charge +1, from the OMol25 dataset.

Structure (XYZ):
```
16
C5H9N2 | the OMol25 dataset | ωB97M-V with the def2-TZVPD basis set
H -2.20 1.91 0.02
C 3.60 0.23 -0.08
H -2.61 0.69 -1.17
C 2.23 0.11 0.19
C -0.21 0.78 0.29
C -2.50 0.88 -0.07
C -1.54 -1.37 0.05
H -1.90 -1.78 -0.94
H 3.64 0.46 -1.19
N -1.27 0.09 0.17
H 4.05 -0.57 0.35
H -0.66 -2.02 0.34
H -3.42 0.69 0.39
N 1.05 0.25 0.27
H -2.33 -1.47 0.83
H 4.08 1.11 0.53
```

DFT total energy: -8300.53812 eV
HOMO: -13.3 eV
Energy above the lowest of the compared OMol25 structures with the same formula, charge and spin: 501.2 kJ/mol
Charge: +1
Spin multiplicity: 1
Frontier orbital gap: 8.54 eV
Lowest unoccupied orbital energy: -4.74 eV

Taking the records one at a time from the top gives largest force on an atom values of 0.018; 0.059; 0.179; 0.043; 0.057; 0.031; 0.023; 0.096; 0.005; 0.055; 0.059; 0.106 hartree/bohr.